(1)
The following is a quantum chemistry calculation of C43H40BrN2O4PS3TeY as an isolated structure, from the Open Molecules 2025 dataset.

Geometry as XYZ:
```
96
Properties=species:S:1:pos:R:3:forces:R:3
Te 2.0322 -2.6176 3.7221 -0.006 -0.032 -0.019
Y -0.2229 -0.0449 -0.1957 0.962 0.032 0.584
Br -1.4596 2.6232 -1.6628 0.063 -0.111 -0.056
S 1.5042 4.1791 -1.2265 -0.053 -0.042 -0.022
S 1.8894 3.1674 -4.3951 -0.002 0.064 0.039
S 4.9992 1.8136 -2.8747 0.030 0.035 -0.052
P -0.0859 -2.5558 2.6998 0.106 0.265 0.155
O -0.2719 -1.7451 1.4481 0.101 0.293 -0.291
O -0.5554 -4.0606 2.4499 0.044 -0.164 -0.055
O 1.5574 0.6177 -1.3194 -0.885 -0.027 0.141
O -1.2069 -1.9588 3.6953 -0.104 0.044 -0.194
N -0.5344 1.8449 1.7393 0.021 -0.139 -0.037
N 1.7390 0.3271 1.4769 0.070 -0.380 0.039
C 0.8919 -2.6051 -3.5643 -0.068 0.036 -0.052
C 0.7810 2.6235 -5.5791 -0.010 -0.037 0.002
C -5.4483 2.2008 -2.6563 0.072 0.045 -0.026
C 2.9806 -3.7382 -3.1436 -0.003 -0.046 0.020
C -0.6421 -1.9411 -1.6660 -0.249 -0.284 -0.268
C 1.5448 1.8358 -3.3626 -0.042 -0.149 -0.075
C 0.6371 1.0010 -3.9397 -0.009 0.113 0.017
C -4.9990 0.5536 -0.9404 -0.064 -0.040 0.009
C -1.3762 -2.4869 5.0074 0.075 -0.040 0.030
C -4.0964 2.6057 -2.6151 -0.038 -0.073 0.074
C -2.6644 0.2016 -0.0953 -0.383 0.030 0.036
C 1.5053 -3.1617 -1.3271 -0.013 -0.061 0.043
C 1.5202 3.3431 4.4367 -0.047 -0.002 -0.016
C 2.6800 -3.7307 -1.7856 -0.009 -0.030 -0.036
C 5.8806 0.3831 -3.2129 0.020 -0.045 0.019
C -1.7386 -4.3120 1.6659 -0.111 -0.013 0.164
C -1.8313 3.5218 2.8617 -0.020 -0.095 -0.130
C 0.1859 1.4583 -5.2051 0.043 0.027 -0.018
C 2.0749 -3.1608 -4.0234 0.019 -0.021 -0.042
C -0.8045 3.8093 3.7044 0.050 0.029 0.078
C 3.8286 -0.4236 -2.5085 0.038 0.120 0.001
C 3.3374 2.8229 -0.1150 0.015 0.026 -0.087
C -1.3942 -5.2245 0.5162 0.015 -0.031 -0.076
C 5.1391 -0.7306 -2.9669 0.011 0.065 -0.003
C 2.2611 1.5340 -2.0482 0.204 0.022 0.013
C 0.4101 3.0945 3.5950 0.026 0.078 0.041
C -4.5971 -1.0391 0.8116 0.052 0.003 0.009
C 0.4967 2.1013 2.5988 0.054 -0.026 -0.108
C 3.1875 3.9905 0.6735 -0.079 0.060 -0.011
C -2.6864 -1.9609 5.5463 0.007 -0.030 0.068
C 2.2182 4.8146 0.1878 0.031 -0.026 0.055
C -3.2403 1.9651 -1.7684 -0.086 -0.020 -0.018
C -1.6443 2.5231 1.8789 0.048 0.108 0.075
C 0.5586 -2.5908 -2.2013 0.081 0.192 0.196
C 2.6627 2.6131 4.2937 -0.007 -0.058 -0.042
C 2.7432 1.6041 3.3109 -0.032 0.016 0.087
C 1.6938 1.3462 2.4745 -0.031 0.033 -0.058
C -3.6166 0.8856 -0.9205 0.110 0.075 -0.035
C -3.2172 -0.7230 0.7716 -0.145 -0.049 -0.054
C 2.4828 2.7691 -1.1802 0.153 0.100 0.100
C 3.6089 0.9162 -2.4125 0.039 -0.174 0.004
C -5.8863 1.2120 -1.8282 -0.009 -0.035 0.021
C -5.4691 -0.4376 -0.0455 0.001 0.014 -0.014
H 4.0540 2.0406 0.0896 0.037 -0.049 0.012
H 5.5047 -1.7368 -3.1024 0.016 -0.058 -0.012
H -1.4076 -1.7462 -2.4274 0.102 -0.037 -0.016
H 1.4403 4.1123 5.1947 -0.003 0.023 0.017
H 3.7624 4.2011 1.5624 0.034 0.019 0.040
H 3.3724 -4.1597 -1.0715 0.030 -0.010 0.021
H 3.5111 2.7931 4.9405 0.016 0.003 0.016
H 0.1971 -2.1678 -4.2741 0.001 -0.015 -0.015
H -2.5761 -1.2635 1.4593 0.016 0.031 0.016
H 1.9064 -0.5816 1.9386 0.035 0.265 -0.130
H -0.6293 -4.7822 -0.1213 0.016 0.058 0.008
H -2.4586 -4.7824 2.3430 -0.012 0.034 -0.072
H -2.1619 -3.3695 1.3150 0.028 -0.042 -0.062
H -0.5493 0.9433 -5.8052 -0.033 -0.019 -0.031
H 6.9015 0.4413 -3.5491 0.070 0.007 -0.023
H 2.2925 -3.1415 -5.0851 0.003 -0.001 -0.021
H -2.2799 -5.3984 -0.0955 -0.050 -0.024 -0.013
H -2.6722 -0.8726 5.5902 0.014 0.033 -0.015
H -1.3688 -3.5811 4.9648 -0.032 0.028 0.032
H -1.0279 -6.1826 0.8836 0.026 -0.026 0.015
H 0.6221 3.1971 -6.4755 -0.016 0.038 -0.069
H -4.9547 -1.7829 1.5161 -0.007 -0.004 0.009
H 0.3111 0.0922 -3.4590 -0.021 -0.055 0.065
H 1.8941 5.7626 0.5783 -0.010 0.107 0.035
H 1.3088 -3.1416 -0.2593 -0.022 -0.032 0.020
H -0.5260 -2.1694 5.6169 -0.035 -0.036 0.045
H -2.8623 -2.3463 6.5517 0.007 -0.004 0.023
H -6.5226 -0.6918 -0.0510 -0.024 -0.008 0.001
H 3.6393 1.0037 3.2219 0.025 -0.003 -0.014
H 3.0657 -1.1501 -2.2726 -0.014 0.002 0.016
H -3.7442 3.4162 -3.2356 0.015 0.046 -0.033
H -6.1297 2.6945 -3.3359 -0.028 0.021 -0.022
H -1.0986 -2.5635 -0.8834 -0.015 0.107 -0.043
H -6.9282 0.9137 -1.8347 -0.024 -0.011 0.011
H -2.4380 2.2820 1.1847 -0.048 -0.018 0.000
H -3.5161 -2.2653 4.9092 -0.018 -0.018 -0.034
H -2.7786 4.0382 2.9168 -0.024 0.023 0.003
H -0.8994 4.5759 4.4648 0.003 0.003 0.008
H 2.5016 0.4903 0.8213 -0.137 -0.011 0.002
H 3.9022 -4.1750 -3.5053 0.028 -0.016 -0.016
```
Forces are in eV/Å.

Output
Multiplicity   1
Charge   -1
ΔE to the lowest compared entry with this formula, charge and spin   0.00 kJ/mol
HOMO-LUMO gap   0.22903 Ha
Strongest force on any atom   0.0219 hartree/bohr
Molar mass   1072.39 u

---

(2)
The following is a quantum chemistry calculation of C43H40ClF6N4O6PS3V as an isolated structure, from the Open Molecules 2025 dataset.

Geometry as XYZ:
```
105
Properties=species:S:1:pos:R:3:forces:R:3
V 0.5332 0.0640 -0.2020 0.996 -1.608 0.740
Cl 2.5075 -0.8155 0.8462 0.047 -1.094 0.964
S -0.2004 -2.4531 1.5341 0.240 0.059 -0.311
S -1.0229 0.5554 -2.6119 0.215 -1.933 -1.535
S -0.9695 -2.0122 -1.8308 -2.038 -4.117 -0.977
P 2.0796 0.6189 -1.8650 2.029 0.421 0.262
F 0.4084 -4.1474 -2.6677 -0.128 0.235 0.218
F 0.2598 -2.6021 -4.1644 -0.132 0.244 0.235
F -1.5479 2.3212 -4.6700 -1.547 1.881 0.358
F -3.2873 1.9576 -3.3909 0.295 2.242 -0.937
F -1.5947 3.1169 -2.6394 -1.517 1.244 -1.768
F -1.4595 -3.8215 -3.6998 0.020 0.327 0.242
O -2.9423 -6.8093 5.8039 -0.172 0.120 0.171
O 0.2729 -1.6489 -1.1776 1.070 0.682 0.349
O -1.8163 -2.8762 -1.0444 0.410 0.227 -0.578
O -3.8842 -4.9987 6.6445 -0.283 0.039 0.393
O 0.3983 0.2481 -3.0236 -1.165 0.445 -1.153
O -0.9908 0.7773 -1.1251 -0.590 0.717 1.054
N -3.1699 -0.0291 0.9395 0.117 -0.015 -0.214
N -5.1057 -1.0936 -0.8996 -0.386 0.062 -0.308
N 0.4651 1.2680 1.1234 0.191 0.975 0.632
N -1.7780 -0.9669 -2.5874 0.733 1.275 -0.667
C -1.5140 -5.4121 3.8681 -0.132 0.040 0.208
C 2.0915 2.3080 -2.5425 -0.063 0.059 0.014
C 1.5573 2.6007 2.8335 0.018 -0.230 -0.371
C 2.9312 -1.9479 -2.3882 -0.082 0.015 0.086
C -2.5731 3.1189 2.1234 0.049 0.044 0.022
C 5.1078 -0.0801 0.8869 -0.162 -0.086 0.082
C -1.5689 4.2521 0.2683 -0.084 0.047 -0.052
C 3.1824 -0.4804 -4.2665 -0.130 0.084 0.145
C -4.3865 -1.9952 0.0400 0.510 -0.361 0.786
C -3.0518 -5.6105 5.7727 0.250 -0.068 -0.263
C 1.6554 2.6562 -3.8157 0.033 -0.084 0.051
C 2.3173 4.6518 -2.0084 -0.058 0.094 0.037
C -0.3934 -3.2031 -3.1687 0.285 -0.286 -0.192
C 1.0783 1.3640 2.3886 0.648 -0.083 1.661
C 3.7032 -1.5338 -5.0021 0.059 0.020 -0.120
C 1.5569 3.9884 -4.1816 -0.071 0.045 -0.045
C 2.0239 1.6842 5.0028 -0.030 -0.015 0.064
C -0.9676 -3.3195 2.8128 0.113 0.500 -0.136
C -3.9606 -1.1884 1.2721 0.015 -0.193 -0.160
C -2.5664 4.1753 1.2265 -0.031 0.059 -0.047
C -0.5751 2.2252 1.1030 -1.068 1.208 -0.062
C 3.4485 -2.9955 -3.1257 0.064 0.011 -0.033
C 3.8320 -2.7916 -4.4397 0.023 -0.029 -0.011
C 1.0859 0.2917 3.2828 -0.162 0.116 -0.218
C -4.2643 0.0775 -1.2780 0.452 0.844 0.053
C 6.2032 0.5863 0.3651 -0.086 -0.074 0.000
C 3.8936 0.0069 0.2254 0.454 0.720 -0.818
C -3.8462 0.8250 -0.0103 0.048 -0.116 -0.055
C -2.4081 -3.3628 4.7510 -0.079 -0.315 0.082
C 1.5527 0.4543 4.5742 0.152 0.119 0.100
C -2.3292 -4.7583 4.8015 0.096 0.096 -0.054
C -0.8425 -4.7149 2.8952 -0.121 0.037 0.114
C -0.5805 3.2868 0.1996 0.042 -0.253 0.234
C 2.7793 -0.6841 -2.9522 -0.189 -0.005 -0.075
C -1.7376 -2.6560 3.7786 -0.005 -0.123 0.076
C 2.0232 2.7555 4.1241 0.123 0.030 0.039
C 2.4228 3.3221 -1.6414 0.112 -0.073 -0.041
C 4.8668 1.3533 -1.4737 -0.038 -0.030 0.115
C 1.8695 4.9885 -3.2769 0.037 0.010 -0.015
C -1.5814 2.1583 2.0721 0.171 -0.082 -0.120
C 6.0832 1.3010 -0.8158 0.000 0.089 -0.073
C 3.7398 0.7228 -0.9535 -0.187 0.057 0.003
C -2.3705 2.9304 -3.7595 2.202 -4.143 1.740
H -1.5596 5.0723 -0.4328 0.023 0.115 -0.102
H 1.5362 3.4418 2.1546 -0.013 0.112 -0.022
H 3.0824 0.4919 -4.7254 0.009 0.081 -0.044
H 0.6848 -0.6629 2.9670 -0.030 -0.036 -0.072
H 3.5423 -3.9715 -2.6739 -0.009 -0.084 0.045
H 2.3712 1.8136 6.0174 0.044 0.006 0.070
H -5.0347 -2.8286 0.3116 -0.133 0.067 -0.100
H 0.1977 3.3523 -0.5467 0.030 -0.017 -0.016
H 6.9403 1.8221 -1.2180 0.047 0.000 -0.061
H 4.2268 -3.6109 -5.0214 0.044 -0.056 -0.072
H -3.8735 -4.0374 6.5584 0.141 -0.185 -0.176
H -4.8446 -0.8347 1.8213 -0.027 -0.123 0.029
H -3.1680 1.6329 -0.2880 -0.186 0.070 -0.018
H -2.2523 -0.2892 0.5744 -0.181 -0.109 0.332
H -0.2239 -5.2314 2.1764 0.032 0.013 -0.074
H -3.3836 -1.8376 1.9320 -0.084 -0.055 -0.053
H 7.1518 0.5384 0.8757 0.093 -0.022 0.083
H -4.7250 1.2564 0.4874 -0.009 0.098 -0.066
H 1.5369 -0.3842 5.2557 -0.019 -0.090 0.015
H -1.5862 1.3364 2.7749 0.060 0.007 -0.007
H 2.3806 3.7208 4.4506 0.040 0.099 0.006
H 4.0080 -1.3745 -6.0269 0.006 0.056 -0.060
H 5.1917 -0.6607 1.7899 -0.012 -0.072 0.191
H -1.4303 -6.4860 3.9397 -0.024 -0.087 -0.023
H 2.6088 -2.1304 -1.3738 0.077 -0.079 -0.019
H 4.7781 1.8953 -2.4050 0.039 0.074 -0.073
H -1.7840 -1.5761 3.7488 -0.044 0.088 0.006
H 1.3592 1.8840 -4.5073 -0.037 -0.039 -0.077
H -3.4923 -2.3764 -0.4673 -0.391 0.129 0.057
H -5.3598 -1.6086 -1.7479 -0.107 0.117 0.262
H 1.2071 4.2414 -5.1715 -0.017 0.037 -0.100
H 2.5664 5.4318 -1.3023 0.007 0.003 0.071
H -5.9565 -0.7450 -0.4406 0.089 -0.202 -0.263
H -3.3283 4.9392 1.2729 -0.080 0.065 0.025
H -3.3752 -0.2902 -1.8071 -0.570 -0.161 0.287
H -2.9888 -2.7973 5.4694 -0.078 0.046 0.091
H -4.8152 0.7276 -1.9549 -0.303 -0.121 0.022
H 1.7561 6.0265 -3.5543 0.049 0.073 -0.035
H 2.7561 3.0583 -0.6428 -0.016 0.080 -0.037
H -3.3484 3.0461 2.8731 -0.045 -0.015 0.055
```
Forces are in eV/Å.

Output
Multiplicity   2
HOMO-LUMO gap (spin up / spin down)   0.21823 / 0.13540 Ha
<S²>   0.75
Strongest force on any atom   0.0973 hartree/bohr
Molar mass   1036.38 u

---

(3)
The following is a quantum chemistry calculation of C43H41AsCoN7O4PS2 as an isolated structure, from the Open Molecules 2025 dataset.

Geometry as XYZ:
```
100
Properties=species:S:1:pos:R:3:forces:R:3
As -2.9486 0.7121 1.8958 -0.099 0.004 -0.070
Co 2.3559 -0.2647 -1.0305 -0.355 0.327 0.412
S 1.1657 1.9824 -1.9501 -0.042 0.146 0.027
S 4.0473 1.3570 -0.0010 -0.167 0.258 0.018
P 0.5681 -0.4371 0.4653 0.362 -0.184 0.051
O 4.7885 -1.6267 -3.6298 -0.013 -0.180 0.078
O 3.4554 -0.1597 -2.5858 0.100 0.013 0.050
O -0.4841 -2.8301 -7.9321 -0.064 -0.005 -0.060
O -1.3464 -0.9391 -7.3727 -0.077 -0.002 -0.065
N 0.5463 4.4817 -1.2814 0.046 -0.013 0.000
N 5.2251 0.7618 2.3222 -0.068 0.217 -0.212
N 3.5633 -1.4096 0.2029 0.242 -0.784 -0.149
N 1.8240 3.5244 0.2105 0.390 0.056 0.173
N -0.4798 -1.7878 -7.3087 0.188 0.023 0.132
N 4.3508 -1.0167 1.2421 -0.123 0.226 -0.457
N 1.7822 -2.2918 -1.6022 0.044 0.151 -0.158
C 2.7131 -4.4926 -1.4879 -0.054 -0.009 -0.018
C -2.4917 -0.8509 -2.2015 -0.029 -0.013 0.026
C -2.6449 4.9392 1.3808 0.035 0.023 0.000
C -2.3081 3.6245 1.6848 0.016 0.014 0.053
C 0.8365 -3.0524 1.5136 0.020 -0.015 -0.034
C 1.7505 -4.9606 -2.3625 0.015 -0.041 0.002
C 2.6892 -1.1414 -4.5970 -0.073 0.011 -0.021
C -4.1962 -0.5369 4.1668 -0.024 -0.015 0.007
C -0.9553 -1.0373 -0.3435 -0.036 -0.004 0.031
C -4.5017 2.9255 1.0186 0.012 0.040 -0.031
C 0.7978 -4.0790 -2.8448 -0.011 0.048 0.005
C 0.9681 -1.6822 1.7376 0.016 0.043 -0.012
C -1.0755 0.7611 2.5147 -0.021 0.011 0.089
C 3.7534 -0.9927 -3.5198 0.043 0.089 -0.027
C 2.6707 -2.2861 -5.3846 0.015 -0.026 -0.017
C -3.3034 -1.8258 -1.6385 0.013 0.004 -0.009
C 1.7021 -0.1740 -4.7598 -0.012 -0.017 0.047
C 0.7743 5.5622 -0.3385 -0.007 0.061 0.039
C 0.6535 -1.5413 -6.3930 -0.165 -0.046 -0.094
C 1.7831 4.9209 0.6371 -0.021 0.024 0.048
C -2.9517 -2.3943 -0.4241 0.023 0.001 -0.004
C 1.1962 3.3503 -0.9547 -0.277 -0.223 -0.452
C -3.9070 5.2483 0.8995 -0.029 -0.029 -0.004
C -0.0274 1.0041 1.4298 0.002 0.074 -0.192
C -4.8402 4.2355 0.7205 0.029 0.019 0.002
C 1.6415 -2.5030 -6.2858 0.068 -0.021 0.034
C 3.6432 -2.6375 -0.1370 0.007 0.068 0.082
C 4.5464 0.2838 1.2314 0.106 -0.183 0.488
C -4.2599 1.6857 5.8179 -0.009 -0.005 -0.008
C 1.3029 -3.9676 2.4443 -0.002 -0.003 0.001
C 0.6714 -0.3655 -5.6650 0.032 0.017 0.040
C -3.7609 1.7943 4.5282 -0.024 -0.009 0.008
C -1.3237 -0.4646 -1.5616 -0.013 0.031 0.022
C -3.7220 0.6819 3.6924 0.076 -0.004 0.030
C 2.6941 -3.1539 -1.1203 0.147 0.075 0.069
C -1.7927 -1.9947 0.2240 0.000 -0.055 -0.010
C 1.9152 -3.5281 3.6093 -0.002 0.004 -0.004
C 1.5998 -1.2546 2.9040 -0.040 -0.013 0.009
C 2.0650 -2.1688 3.8351 -0.006 -0.016 0.004
C -4.6899 -0.6494 5.4603 0.007 0.005 -0.019
C -4.7211 0.4628 6.2870 0.004 0.003 0.003
C -3.2371 2.6047 1.5112 -0.032 -0.011 -0.024
C 0.8607 -2.7544 -2.4471 0.023 0.007 -0.017
H -4.1643 6.2732 0.6680 -0.006 0.018 -0.006
H 1.4522 4.9994 1.6728 0.020 0.009 -0.005
H 3.4677 -3.0070 -5.2610 0.006 -0.008 0.006
H 1.1833 6.4412 -0.8370 0.000 0.003 0.015
H 3.4738 -5.1442 -1.0813 0.016 -0.002 0.003
H -0.0802 4.5173 -2.0648 0.022 -0.023 -0.011
H 2.2808 -4.2429 4.3342 0.007 -0.014 0.011
H -0.1500 5.8492 0.1638 -0.001 -0.024 -0.015
H 1.5893 -3.3950 -6.8919 -0.003 -0.003 0.006
H 4.3704 -3.2975 0.3266 -0.070 -0.052 0.032
H 1.7544 -0.1985 3.0849 0.009 0.027 0.004
H 1.1924 -5.0275 2.2540 -0.002 -0.008 -0.004
H 0.0249 -4.3963 -3.5289 -0.020 -0.001 -0.029
H -0.9115 -0.1906 3.0248 -0.006 0.014 0.013
H -5.8284 4.4665 0.3454 -0.015 0.006 -0.004
H 0.1432 -2.0360 -2.8164 0.022 0.024 -0.057
H -5.0534 -1.6035 5.8184 -0.008 -0.017 0.008
H 2.7755 5.3679 0.5604 -0.024 0.028 -0.028
H -1.0112 1.5352 3.2845 0.029 -0.028 -0.026
H -4.2905 2.5576 6.4581 0.001 0.016 0.015
H 5.6865 1.6474 2.1971 -0.019 -0.058 0.052
H -4.2070 -2.1389 -2.1444 -0.022 0.005 -0.001
H -2.7610 -0.3958 -3.1459 0.005 0.003 -0.013
H 2.5582 -1.8168 4.7312 0.006 0.009 0.010
H 2.6500 2.9418 0.4155 -0.291 -0.089 0.038
H -1.5503 -2.4317 1.1835 -0.027 0.027 -0.004
H 0.8635 1.4759 1.8460 0.063 0.044 0.006
H -0.3955 1.6942 0.6629 0.065 0.018 0.033
H -0.6932 0.2893 -2.0155 -0.027 0.002 0.011
H -5.2342 2.1393 0.8698 0.009 -0.008 -0.005
H -1.9236 5.7331 1.5307 0.014 -0.013 0.044
H 1.7435 -5.9994 -2.6654 -0.003 -0.011 0.000
H -0.1096 0.3669 -5.8064 0.004 0.000 0.010
H -3.4110 2.7556 4.1698 0.015 -0.002 -0.004
H 0.3818 -3.4153 0.6001 0.010 0.003 0.002
H 5.7053 0.0684 2.8718 0.054 -0.047 0.005
H 1.7492 0.7272 -4.1642 0.001 -0.017 -0.017
H -5.1075 0.3792 7.2941 -0.011 0.002 0.014
H -1.3199 3.4071 2.0764 -0.018 0.014 -0.027
H -4.1864 -1.4075 3.5197 0.012 0.002 0.001
H -3.5893 -3.1400 0.0323 -0.006 -0.019 0.002
```
Forces are in eV/Å.

Output
Multiplicity   2
ΔE to the lowest compared entry with this formula, charge and spin   0.00 kJ/mol
HOMO-LUMO gap (spin up / spin down)   0.26660 / 0.27163 Ha
<S²>   0.78
Strongest force on any atom   0.0162 hartree/bohr
Molar mass   948.81 u